A structure of composition C34H30Cl5N4O2PRu. Source: the OMol25 dataset; level of theory: wB97M-V/def2-TZVPD.

Structure (XYZ):
```
77
Properties=species:S:1:pos:R:3:forces:R:3
Ru 0.511 0.395 -0.686 0.1594 -0.5783 0.0255
N 0.388 -0.033 1.540 0.0706 0.0263 -0.0225
C 1.113 1.024 2.261 -0.0145 0.0023 -0.0441
C 1.631 0.634 3.647 0.0206 0.0020 -0.0223
C 2.522 -0.610 3.735 0.0174 0.0082 -0.0198
C 3.830 -0.542 2.944 0.0021 -0.0126 -0.0481
N 4.616 0.656 3.221 -0.0982 0.1242 0.1025
C 5.336 0.879 4.301 0.0408 -0.0470 -0.0513
N 5.727 2.128 4.573 -0.0333 0.0036 0.0327
N 5.687 -0.114 5.129 0.0055 0.0052 -0.0099
C 2.181 1.631 1.341 -0.0124 0.1088 0.0917
O 3.078 2.331 1.815 -0.0312 -0.1089 0.0229
O 2.061 1.400 0.089 -0.1162 -0.0023 -0.1330
H -0.579 -0.097 1.840 -0.0013 0.0380 0.0031
H 0.790 -0.954 1.686 0.0002 0.0079 0.0296
H 0.400 1.843 2.392 0.0203 0.0084 -0.0013
H 0.770 0.477 4.300 -0.0049 -0.0125 0.0001
H 2.162 1.500 4.046 -0.0058 -0.0007 0.0054
H 1.982 -1.501 3.401 0.0059 -0.0098 -0.0012
H 2.744 -0.788 4.790 0.0095 0.0127 0.0073
H 3.638 -0.516 1.870 0.0090 -0.0089 -0.0023
H 4.433 -1.437 3.110 -0.0075 -0.0035 0.0078
H 4.272 1.481 2.707 -0.0338 -0.0459 -0.0661
H 5.391 2.892 4.010 0.0327 -0.0004 -0.0046
H 6.370 2.332 5.316 0.0025 0.0009 -0.0053
H 5.549 -1.071 4.857 -0.0111 0.0040 0.0126
H 6.281 0.061 5.920 0.0045 0.0012 -0.0052
C -4.831 -4.836 -0.307 0.0119 0.0009 0.0340
C -4.241 -4.445 0.888 -0.0283 -0.0194 -0.0158
C -3.322 -3.407 0.897 0.0260 0.0044 -0.0131
C -2.999 -2.738 -0.283 0.0528 -0.0373 0.0092
C -3.592 -3.137 -1.477 -0.0364 -0.0102 -0.0137
C -4.502 -4.185 -1.487 0.0124 0.0299 -0.0200
P -1.799 -1.368 -0.162 0.0780 0.0770 -0.0402
C -1.229 -1.215 -1.900 -0.0164 0.1658 0.0548
C -1.845 -0.374 -2.838 0.0005 0.0056 0.0261
C -1.533 -0.478 -4.184 -0.0135 0.0171 0.0136
C -0.609 -1.419 -4.612 0.0068 -0.0032 -0.0108
C 0.012 -2.263 -3.696 0.0018 -0.0063 0.0183
C -0.295 -2.161 -2.352 -0.0136 -0.0301 0.0205
C -2.856 0.117 0.018 0.0380 -0.0159 -0.0547
C -4.204 -0.046 0.214 -0.0239 -0.0121 0.0119
C -5.062 1.052 0.423 -0.0051 0.0118 0.0126
C -4.548 2.310 0.444 0.0021 -0.0196 -0.0042
C -3.162 2.534 0.246 -0.0157 0.0524 0.0292
C -2.666 3.858 0.281 -0.0347 -0.0133 0.0068
C -1.338 4.101 0.104 0.0524 -0.0338 0.0362
C -0.458 3.029 -0.141 -0.0805 0.0425 0.0599
C -0.896 1.727 -0.215 -0.1450 0.1107 -0.0148
C -2.282 1.437 0.019 0.0865 0.0383 0.0235
H -5.542 -5.651 -0.318 0.0011 -0.0011 0.0000
H -4.491 -4.954 1.810 0.0000 -0.0017 -0.0008
H -2.852 -3.111 1.829 0.0037 0.0002 -0.0075
H -3.350 -2.633 -2.404 0.0164 0.0045 -0.0002
H -4.958 -4.491 -2.420 -0.0011 -0.0011 0.0013
H -2.578 0.350 -2.508 0.0058 0.0176 0.0039
H -2.006 0.185 -4.898 0.0011 0.0000 0.0047
H -0.365 -1.496 -5.664 -0.0006 0.0025 0.0006
H 0.734 -2.995 -4.034 0.0087 -0.0046 0.0017
H 0.170 -2.833 -1.640 0.0056 0.0122 0.0054
H -4.633 -1.039 0.208 -0.0010 0.0042 -0.0046
H -6.121 0.883 0.566 0.0027 -0.0019 0.0072
H -5.189 3.167 0.610 0.0017 0.0038 -0.0071
H -3.363 4.668 0.453 -0.0022 -0.0020 0.0008
H -0.953 5.112 0.135 0.0021 0.0016 -0.0085
H 0.583 3.261 -0.332 -0.0103 -0.0049 -0.0213
Cl -0.672 2.754 -3.301 -0.0143 -0.0104 -0.0830
C 0.665 1.700 -3.591 0.0260 -0.0553 -0.0164
C 1.092 0.820 -2.600 0.0620 0.1180 0.0400
C 2.172 0.018 -2.928 0.0022 0.0787 -0.0255
Cl 2.713 -1.053 -1.647 -0.1170 -0.0464 0.0242
C 2.805 0.000 -4.159 0.0148 -0.0007 0.0414
Cl 4.112 -1.069 -4.468 -0.0017 -0.0076 -0.0056
C 2.339 0.876 -5.137 0.0085 0.0271 -0.0080
Cl 3.083 0.901 -6.683 -0.0073 -0.0109 -0.0051
C 1.272 1.730 -4.849 0.0078 -0.0003 -0.0025
Cl 0.703 2.802 -6.065 -0.0016 0.0004 -0.0090
```
Forces are in eV/Å.

Properties
DFT total energy ... -4420.18853 hartree
Relative energy (zero: lowest compared OMol25 entry of this formula, charge and spin) ... 44.6 kcal per mole
⟨S²⟩ ... 0.76
Net charge ... +1
LUMO level (alpha / beta) ... -2.564 / -3.233 eV
Spin multiplicity ... 2

Here are the Löwdin charges for atoms 1 to 2, given in e:
1. Ru 1.162
2. N -0.021



A cluster of 6 separate species, H13NO5 in total in a non-equilibrium geometry. Source: the OMol25 dataset; level of theory: wB97M-V/def2-TZVPD.

Structure (XYZ):
```
19
Properties=species:S:1:pos:R:3:forces:R:3
N 1.760 1.974 -0.408 0.7643 0.7342 -0.0436
H 1.409 1.852 -1.338 -0.3876 -0.4067 -0.8014
H 2.699 2.414 -0.586 -1.3787 -0.1532 0.6678
H 1.058 2.652 -0.026 1.0988 -0.5207 0.1714
H -2.181 -0.989 1.057 -0.4004 -0.7011 0.8190
H -1.166 0.114 1.578 0.2526 0.0877 0.9588
O -1.621 -0.264 0.841 0.1853 0.7204 -1.9198
H 0.342 -4.345 0.346 1.9873 1.2924 1.3291
H -0.431 -4.492 -0.862 -0.4468 -0.7978 1.6104
O -0.402 -4.825 0.087 -1.5717 -0.3929 -2.9319
H 1.888 -0.581 -0.091 -0.0177 -1.5497 1.0706
H 2.422 -2.044 0.641 -2.0522 2.4193 -1.2605
O 1.619 -1.471 0.309 2.0389 -0.7263 0.2709
H -1.221 2.892 0.750 0.5592 0.8225 0.5795
H -0.386 4.057 1.530 -0.4635 0.2733 -0.4457
O -0.545 3.108 1.454 -0.1721 -1.1026 -0.1718
H -1.342 1.946 -1.788 0.2869 -0.5824 0.0605
H -0.775 0.481 -1.671 -0.2581 0.4009 0.2515
O -0.881 1.231 -2.276 -0.0245 0.1827 -0.2148
```
Forces are in eV/Å.

Properties
DFT total energy ... -438.69141 hartree
Relative energy (zero: lowest compared OMol25 entry of this formula, charge and spin) ... 25.9 kcal per mole
⟨S²⟩ ... 0.75
Net charge ... -1
LUMO level (alpha / beta) ... 3.089 / 2.953 eV
Spin multiplicity ... 2

Here are the Löwdin charges for atoms 1 to 2, given in e:
1. N -0.061
2. H -0.047